{"formula": "C40H61N2O9PSi2", "method": "the ωB97M-V functional and the def2-TZVPD basis", "species": ["H", "H", "H", "H", "C", "H", "Si", "C", "C", "O", "H", "H", "O", "H", "H", "O", "C", "H", "C", "H", "H", "H", "H", "C", "C", "C", "H", "H", "C", "H", "H", "H", "H", "C", "O", "C", "H", "N", "O", "C", "C", "H", "C", "C", "N", "H", "H", "H", "H", "H", "C", "H", "C", "C", "H", "H", "H", "H", "C", "H", "H", "C", "H", "H", "H", "C", "C", "H", "H", "H", "C", "H", "H", "H", "H", "O", "H", "C", "P", "C", "H", "C", "C", "O", "H", "O", "H", "C", "H", "C", "C", "C", "H", "C", "H", "C", "C", "C", "Si", "C", "C", "H", "H", "H", "H", "O", "H", "H", "H", "C", "C", "H", "H", "H", "C"], "coordinates": [[2.470480, 1.295683, -3.057125], [5.414696, -0.669189, 0.398341], [-6.515544, 2.306664, 2.575261], [3.405263, 8.558139, 1.840255], [-6.969805, 4.296476, 1.908664], [-1.438575, -2.952929, -1.376137], [-2.776825, -0.595306, -0.424759], [1.102078, -4.171902, -3.831833], [5.214249, -0.830705, -0.656511], [1.393246, -5.519836, -3.494972], [-2.040523, -2.414480, 0.613744], [3.894037, 2.544328, -2.068612], [-0.587090, 1.908494, 2.671599], [-7.590352, 6.942285, 3.926844], [-2.931589, -0.940260, -2.798781], [-2.288484, -1.517970, 0.843037], [0.286461, -5.663822, -1.303386], [-4.226115, 1.327590, 0.228916], [1.162833, 9.877674, 5.947819], [6.236834, 2.055202, -0.596804], [-7.443636, 6.355542, 1.531741], [3.239169, 9.359250, 6.096465], [1.923414, -0.258027, -2.473397], [2.766508, -8.290482, -5.446475], [-3.082994, -1.616047, -1.959093], [3.945458, 7.641317, 2.035904], [-6.015890, -2.223518, 1.223777], [1.137180, -3.526298, -2.962849], [3.971535, 5.246685, 2.251104], [4.445719, -9.531939, -5.937639], [7.046010, 6.539679, 2.827313], [-0.949698, 10.120632, 5.670530], [-6.912110, 4.038043, 0.858795], [-0.097758, 9.466712, 5.538107], [-1.651814, 0.580014, -0.749091], [3.758160, -0.565147, -0.917587], [5.898866, -0.258136, -1.265995], [3.331412, 0.722697, -1.229609], [2.938146, -1.485480, -0.794448], [-2.131900, -6.421924, -1.159966], [2.086184, 7.785906, 5.206472], [-7.185029, 5.215998, 5.646638], [3.416989, -9.506687, -5.601824], [0.826060, 7.376174, 4.794283], [-0.040305, 1.949805, 1.650715], [1.294005, 10.852890, 6.398336], [5.818722, 8.632055, 2.359606], [5.014665, 3.263634, -0.251766], [-1.248334, 7.897219, 4.636458], [1.954478, -6.780734, -2.042035], [5.990320, 6.506546, 2.591716], [2.314869, -5.084411, -1.699152], [-6.820088, 3.658221, 4.217073], [5.300163, 7.682693, 2.330892], [-4.137599, -1.882812, -1.979123], [0.109863, -4.114962, -4.279122], [-3.670579, -0.915175, 3.124042], [3.287585, -7.365394, -5.656516], [1.431806, -10.659331, -4.891317], [-1.873501, -6.831833, -0.182840], [-1.001170, -5.953060, -2.957719], [2.749054, -10.691940, -5.326035], [-0.246207, -9.416793, -4.399967], [3.255567, -11.640475, -5.448972], [3.451714, 4.297400, 2.216178], [-0.265889, 8.216689, 4.958803], [2.185429, 0.747258, -2.162592], [-2.728822, -4.744318, -3.084704], [-4.040862, -3.944026, -2.281717], [0.695423, 6.400118, 4.344810], [-2.810571, -5.071501, -0.939638], [0.483596, -6.070053, -0.312851], [-1.658883, -2.758779, -3.087925], [1.281020, 2.377696, -1.081459], [-3.801988, -5.295148, -0.550511], [-4.006231, -0.116133, 2.710219], [0.945170, -7.307792, -4.897674], [-6.744866, 3.322070, 2.871999], [-5.072993, -0.394782, 1.579173], [5.178594, 2.202714, -0.397535], [5.035709, 1.286907, -2.357935], [0.968130, 1.454580, -1.563259], [3.281597, 6.423390, 1.996856], [-5.103825, -1.983714, 1.415905], [-2.836180, -7.127233, -1.597712], [0.323514, 0.648681, 1.168327], [2.937073, 7.129304, 5.077904], [-2.196764, -2.865262, -2.150687], [-6.641378, 2.901776, 4.970223], [-7.124344, 4.958235, 4.596983], [0.781866, -9.441828, -4.739046], [5.326924, 5.288488, 2.550912], [4.956128, 1.651342, 0.507724], [2.255293, 9.037907, 5.780162], [0.302004, -1.037589, -0.675583], [-7.350998, 5.928916, 3.631157], [1.569047, -5.764727, -2.109291], [-7.270737, 5.598259, 2.285872], [-0.045289, 0.366657, -0.440767], [-0.851967, -6.404412, -1.979585], [-4.365977, 0.258756, 0.096428], [5.866196, 4.371749, 2.752135], [5.364189, -1.885298, -0.855229], [-0.520788, -7.425480, -2.170089], [0.911912, -11.582858, -4.671331], [-6.417505, 0.151325, 1.866407], [2.223676, 6.392021, 1.770764], [0.308058, 1.741527, -2.383173], [0.027265, -4.608439, -1.215281], [-2.988488, -4.196780, -2.183745], [4.373363, 1.694481, -1.596060], [-5.125403, 0.089713, -0.663722], [-2.299684, -4.532945, -0.142220], [1.832131, -3.830772, -4.562035], [1.446812, -8.255349, -5.018597]], "atomic_forces_ev_per_a": [[0.2849, 0.0050, -0.1086], [0.1549, 0.1311, 0.1080], [-0.0622, -0.0085, 0.0155], [-0.0162, 0.0090, 0.0112], [0.0052, 0.0201, 0.0080], [0.2393, 0.1094, 0.0909], [-0.5915, 0.4084, -0.4129], [0.0485, -0.4393, -0.0340], [-0.1409, -0.3301, 0.0246], [0.0478, 0.2167, -0.0084], [0.1183, -0.2220, 0.0908], [-0.2933, 0.0350, 0.0152], [0.2872, -0.2862, -0.0487], [0.0023, 0.0134, 0.0039], [-0.0973, 0.1757, -0.1233], [0.2239, -0.0474, 0.0147], [-0.0095, 0.2069, -0.4700], [-0.0309, 0.1774, 0.0101], [0.0041, 0.0049, -0.0053], [0.1905, 0.1097, 0.1010], [-0.0102, 0.0058, -0.0073], [0.0112, -0.0013, 0.0123], [0.0993, -0.2238, 0.1130], [0.0233, 0.0028, -0.0069], [0.3755, 0.0945, 0.2761], [-0.0029, 0.0166, -0.0165], [-0.2128, -0.2102, 0.1092], [0.0411, 0.2573, 0.2306], [-0.0032, -0.0141, -0.0049], [0.0098, 0.0001, -0.0039], [0.0149, 0.0000, -0.0009], [-0.0118, 0.0095, -0.0025], [-0.0062, -0.0080, -0.0124], [0.0004, 0.0063, -0.0032], [0.1480, -0.2663, 0.4064], [-1.4118, -0.7849, 0.5426], [0.1226, 0.1984, 0.0136], [0.5355, -0.7195, -1.2415], [0.9957, 1.0891, -0.3622], [0.3275, -0.1343, 0.0458], [0.0387, -0.0253, 0.0019], [-0.0015, 0.0027, 0.0113], [0.0027, 0.0049, 0.0040], [-0.0028, -0.0026, -0.0059], [-0.0737, 0.2666, -0.2435], [0.0009, 0.0134, 0.0046], [0.0058, 0.0118, 0.0081], [-0.0710, 0.1236, 0.2554], [-0.0132, -0.0084, 0.0039], [0.0944, -0.0943, -0.0858], [0.0130, -0.0014, 0.0013], [0.2151, 0.1061, 0.0474], [0.0008, 0.0211, 0.0029], [0.0062, -0.0004, 0.0128], [-0.1475, -0.0944, 0.0145], [-0.1433, 0.0657, -0.0252], [0.2510, -0.1114, 0.0810], [0.0011, 0.0158, 0.0039], [-0.0111, 0.0008, 0.0140], [-0.1149, -0.1134, 0.1633], [-0.1572, -0.0336, -0.1578], [0.0075, -0.0040, 0.0028], [-0.0170, -0.0026, -0.0065], [0.0067, -0.0094, 0.0036], [-0.0007, -0.0132, 0.0138], [-0.0104, -0.0018, -0.0065], [-0.4106, 0.4890, 0.4125], [0.0511, -0.1803, -0.0749], [-0.1570, -0.0419, -0.1040], [-0.0023, -0.0148, 0.0006], [-0.4197, -0.3310, -0.0672], [-0.0389, 0.0858, 0.2181], [0.1918, 0.0393, -0.0742], [0.0000, 0.1355, 0.1309], [-0.0796, 0.0204, 0.2539], [0.1203, -0.0950, 0.1593], [0.0096, 0.0435, 0.0567], [0.0459, 0.0055, -0.0155], [-1.3236, 1.0971, 0.2449], [0.3494, -0.1369, -0.4200], [0.0683, -0.1586, -0.1391], [-0.3018, -0.1043, -0.1543], [-0.0328, -0.0138, -0.0295], [0.2445, -0.3353, -0.0855], [-0.1387, 0.0097, -0.1730], [-0.4907, -0.0019, 0.5158], [0.0128, 0.0001, -0.0262], [-0.3693, -0.3204, -0.2790], [-0.0043, -0.0139, 0.0070], [0.0027, -0.0103, 0.0083], [0.0166, -0.0081, -0.0056], [-0.0037, -0.0139, -0.0061], [-0.2125, 0.0660, 0.1697], [-0.0074, 0.0059, 0.0037], [-0.0527, -0.1231, 0.0937], [0.0023, 0.0126, 0.0050], [0.0252, -0.1400, -0.0193], [0.0006, -0.0042, -0.0147], [0.5724, 0.0337, -0.3217], [0.1456, -0.0099, 0.1025], [0.4974, -0.2879, -0.1338], [0.0019, -0.0126, 0.0084], [0.0322, -0.1414, 0.0196], [-0.0604, -0.1862, -0.0443], [-0.0075, -0.0104, -0.0018], [0.4897, -0.3214, -0.1507], [-0.0151, 0.0050, -0.0009], [-0.1114, 0.0864, -0.1081], [-0.0595, 0.1119, 0.2911], [0.1188, 0.4902, 0.1467], [-0.0717, 0.2441, 0.4255], [-0.1001, 0.1729, -0.1989], [0.1558, 0.1723, 0.0148], [0.0858, 0.0979, -0.0778], [-0.0597, -0.1308, -0.0520]], "mulliken_charge": [0.4743, 0.2791, 0.4863, 0.3916, -0.4752, -0.4223, 0.3417, -0.6781, -1.4191, -0.2699, 0.3409, 0.6131, -0.3041, 0.3581, 0.4321, -0.5796, 0.0419, 0.4230, -0.3655, 0.3300, 0.3577, 0.3705, 0.3810, -0.3906, -1.0468, -0.4181, 0.3022, 0.1733, -0.4211, 0.3550, 0.3832, 0.3576, 0.3741, -0.3679, -0.1828, 0.7152, 0.3640, 0.4381, -0.5788, -1.3980, -0.3225, 0.3620, -0.4031, -0.3934, 0.2494, 0.3591, 0.3925, 0.3457, 0.3784, 0.4333, -0.4023, 0.3629, -0.5691, -0.4662, 0.5328, 0.2817, 0.3175, 0.3825, -0.4160, 0.4067, 0.0829, -0.3885, 0.3734, 0.3585, 0.5542, -0.4320, -1.0580, 0.6161, 0.5389, 0.4552, -0.5557, 0.4760, 0.0920, 0.4815, 0.3991, -0.4851, 0.3451, -0.1056, 0.7851, -1.2764, 0.4168, -0.7131, -0.4238, -0.4993, 0.2963, -0.2048, 0.4053, 0.6506, 0.3770, -0.3437, -0.4007, -0.4403, 0.4043, -0.4466, -0.1939, -0.4544, -0.9536, -0.3713, 0.4182, 0.1077, -0.5206, 0.4115, 0.4045, 0.3148, 0.3637, -0.7461, 0.4356, 0.3473, -0.3389, -1.0757, -0.8877, 0.3517, 0.2759, 0.3640, -0.1860], "homo_ha": -0.32578, "charge": 0, "gap_ev": 8.97, "lumo_energy_ha": 0.0037}